No. 1
13
Properties=species:S:1:pos:R:3 method="wB97M-V/def2-TZVPD" e_above_lowest_kj_mol=32.8 total_energy_ev=-6788.173 e_lumo_ev=1.09
C 1.92 0.05 0.09
C 0.46 0.01 -0.26
C -0.34 -1.06 -0.51
N -1.64 -0.70 -0.22
C -1.66 0.61 0.21
C -0.38 1.08 0.17
H 1.86 0.20 1.16
H 2.46 -0.88 -0.12
H 2.47 0.89 -0.34
H -0.10 -2.07 -0.82
H -2.45 -1.27 -0.35
H -2.57 1.08 0.53
H -0.03 2.06 0.46


No. 2
54
Properties=species:S:1:pos:R:3 method="wB97M-V/def2-TZVPD" total_energy_ev=-92854.174 e_lumo_ev=-0.66
C 3.37 1.52 -0.10
C 2.24 1.91 -0.87
C 1.41 2.71 -0.03
H 2.07 1.67 -1.90
C 2.03 2.78 1.25
C 3.27 2.07 1.20
H 3.94 1.91 2.02
H 4.15 0.85 -0.43
H 0.48 3.18 -0.30
H 1.62 3.25 2.12
Sc 1.49 0.67 0.75
Cl 0.63 0.39 2.94
P -0.53 0.00 -0.08
C -1.80 1.33 -0.04
C -2.63 1.60 -1.12
H -2.53 1.05 -2.04
C -3.61 2.59 -1.03
H -4.25 2.79 -1.88
C -3.76 3.30 0.15
H -4.53 4.07 0.22
C -2.95 3.02 1.24
H -3.07 3.57 2.16
C -1.97 2.05 1.14
H -1.34 1.83 1.99
C -0.40 -0.46 -1.84
C -0.01 0.48 -2.79
H 0.12 1.52 -2.51
C 0.19 0.11 -4.11
H 0.48 0.85 -4.84
C 0.02 -1.22 -4.49
H 0.18 -1.51 -5.52
C -0.35 -2.16 -3.55
H -0.48 -3.19 -3.84
C -0.56 -1.79 -2.23
H -0.85 -2.53 -1.50
C -1.41 -1.41 0.68
C -2.80 -1.51 0.55
H -3.35 -0.73 0.05
C -3.48 -2.60 1.07
H -4.55 -2.66 0.97
C -2.78 -3.60 1.73
H -3.31 -4.45 2.14
C -1.40 -3.51 1.86
H -0.85 -4.28 2.38
C -0.72 -2.42 1.34
H 0.35 -2.35 1.44
F 5.44 -0.15 2.61
C 4.32 -0.93 2.82
F 4.65 -1.98 3.66
F 3.35 -0.17 3.42
S 3.73 -1.59 1.22
O 4.80 -1.48 0.13
O 3.69 -3.12 1.36
O 2.22 -1.27 0.43


No. 3
7
Properties=species:S:1:pos:R:3 method="wB97M-V/def2-TZVPD" e_above_lowest_kj_mol=50.4 total_energy_ev=-80866.120 e_lumo_ev=-0.13
C -0.87 0.75 1.07
N -1.40 0.03 0.35
N 0.40 -0.62 -1.10
O 0.50 0.19 -1.91
O -0.10 -1.62 -0.86
F 1.32 -0.20 0.19
Br 0.15 1.47 2.26


What did the first record say?
13
Properties=species:S:1:pos:R:3 method="wB97M-V/def2-TZVPD" e_above_lowest_kj_mol=32.8 total_energy_ev=-6788.173 e_lumo_ev=1.09
C 1.92 0.05 0.09
C 0.46 0.01 -0.26
C -0.34 -1.06 -0.51
N -1.64 -0.70 -0.22
C -1.66 0.61 0.21
C -0.38 1.08 0.17
H 1.86 0.20 1.16
H 2.46 -0.88 -0.12
H 2.47 0.89 -0.34
H -0.10 -2.07 -0.82
H -2.45 -1.27 -0.35
H -2.57 1.08 0.53
H -0.03 2.06 0.46